[1]
Density functional theory data (wB97M-V/def2-TZVPD) for a molecular structure, C40H35CoFN5O5P2S at a distorted geometry.

Values from the calculation:
Total charge: -1
E_HOMO (spin up / spin down) in eV: -2.77 / -5.18
Relative energy (zero: lowest compared OMol25 entry of this formula, charge and spin) in eV: 2.298
Spin multiplicity: 4
⟨S²⟩: 3.876

Last column: Löwdin spin population.
Cartesian coordinates (Å):
Co  0.8961  -1.7063  0.1986  1.07
N  2.2480  -0.8477  4.2454  0.06
C  2.0146  -0.9503  2.8648  0.10
S  0.9672  -2.2701  2.4523  0.04
N  2.6704  -0.2380  2.0196  0.08
N  2.3355  -0.4632  0.6887  0.48
C  3.1040  0.3357  -0.2112  0.04
C  3.4743  -0.6821  -2.2056  0.04
C  3.9814  -0.4290  -3.5945  0.18
C  4.7900  -1.4183  -4.1960  0.03
C  5.0396  -2.6853  -3.4260  0.21
C  4.2635  -3.0050  -2.3365  0.08
C  3.2346  -2.1669  -1.9063  0.16
O  2.3138  -2.6208  -1.1472  0.21
H  2.0472  -1.7042  4.6974  0.00
H  3.0874  -0.2753  4.4090  0.00
H  3.4156  1.2026  0.2788  0.01
H  3.9099  0.5661  -3.9178  0.01
H  5.1656  -1.3103  -5.2318  0.00
H  5.7404  -3.3446  -3.8032  0.02
H  4.3846  -3.9720  -1.8544  0.00
C  -0.3240  1.3056  0.4438  0.01
C  -0.3060  1.2392  -1.0573  0.00
P  0.7908  -0.2189  -1.5706  -0.01
C  0.5691  -0.5689  -3.2834  0.00
C  0.7116  -1.8013  -3.8719  0.01
C  0.7461  -1.9292  -5.1960  0.00
C  0.5232  -0.8542  -6.0680  0.00
C  0.1740  0.3893  -5.4962  0.00
C  0.1660  0.4649  -4.1476  0.00
C  2.4805  0.3817  -1.6041  0.02
C  4.3911  -0.3256  -0.8851  0.11
C  5.3623  0.7987  -0.8878  0.01
C  5.1270  2.0051  -1.3367  0.02
C  3.9134  2.4119  -2.0243  0.00
C  2.8590  1.6550  -2.2653  0.02
P  -2.0497  1.0980  1.1365  0.00
C  -2.7653  2.7716  0.7802  0.00
C  -1.9337  3.9316  0.8639  0.00
C  -2.4070  5.1787  0.6926  0.00
C  -3.7791  5.3172  0.4678  0.00
C  -4.6626  4.2451  0.4695  0.00
C  -4.0925  2.9333  0.5899  0.00
C  -1.8624  1.2351  2.9436  0.00
C  -2.9615  1.2818  3.8108  0.00
C  -2.8301  1.1621  5.2103  0.00
C  -1.5952  1.2368  5.7720  0.00
C  -0.4664  1.3144  4.9371  0.00
C  -0.6097  1.2854  3.5465  0.00
H  0.1747  2.2596  0.7722  0.00
H  0.3244  0.5556  0.8610  0.01
H  0.0898  2.2076  -1.3927  0.00
H  -1.3441  1.0454  -1.4334  0.00
H  0.8258  -2.7429  -3.2586  0.00
H  0.8122  -2.9057  -5.6020  0.00
H  0.4718  -0.8787  -7.1444  0.00
H  -0.2120  1.1628  -6.1194  0.00
H  -0.1105  1.3916  -3.6558  0.00
H  4.8225  -1.0963  -0.3140  0.00
H  6.3395  0.5073  -0.4131  0.00
H  5.7757  2.8476  -1.2370  0.00
H  3.9940  3.3198  -2.5519  0.00
H  2.0174  2.1432  -2.7472  0.00
H  -0.8897  3.7337  1.0589  0.00
H  -1.7749  6.0728  0.6445  0.00
H  -4.2138  6.3014  0.3835  0.00
H  -5.7327  4.3547  0.2458  0.00
H  -4.7211  2.0703  0.5540  0.00
H  -3.9511  1.1002  3.4125  0.00
H  -3.7512  0.9622  5.7597  0.00
H  -1.5270  1.1458  6.8436  0.00
H  0.5505  1.2607  5.3029  0.00
H  0.2899  1.2682  2.9519  0.00
F  -2.1962  -3.4094  4.5131  0.00
C  -3.1062  -3.1516  3.5234  0.00
C  -2.7471  -2.9897  2.2474  0.00
N  -3.7806  -2.8023  1.2667  0.00
C  -3.5243  -2.6297  -0.2543  0.00
C  -2.0990  -2.0300  -0.5876  0.00
O  -2.0791  -1.1389  -1.4152  0.00
O  -1.0810  -2.4725  0.0655  -0.01
C  -5.0820  -2.9524  1.5338  0.00
O  -5.9919  -2.9081  0.7315  0.00
N  -5.4261  -3.1049  2.8998  0.00
C  -4.5036  -3.2468  3.9333  0.00
O  -4.8337  -3.4456  5.0758  0.00
H  -1.7010  -2.9821  1.8275  0.00
H  -4.3401  -2.0005  -0.6836  0.00
H  -3.6016  -3.6036  -0.6803  0.00
H  -6.4193  -3.1784  3.0879  0.00

[2]
Density functional theory data (wB97M-V/def2-TZVPD) for a molecular structure, C40H35FIN5NaO7S.

Values from the calculation:
Total charge: -1
E_HOMO in eV: -2.77
Relative energy (zero: lowest compared OMol25 entry of this formula, charge and spin) in eV: 4.596
Spin multiplicity: 1

Last column: Mulliken charge in e.
Cartesian coordinates (Å):
Na  1.1294  -1.3454  -2.9126  1.24
C  7.1972  1.3721  1.5522  -1.44
C  6.2070  1.2082  0.4319  1.06
C  6.3012  1.9696  -0.7254  -0.69
C  5.4135  1.7882  -1.7797  -0.39
C  4.4133  0.8374  -1.6843  -0.31
C  4.3025  0.0694  -0.5326  -0.25
C  5.1895  0.2578  0.5129  -0.98
S  3.2576  0.6068  -3.0267  1.44
O  3.2524  -0.8517  -3.2177  -0.90
O  3.8098  1.3513  -4.1493  -0.82
N  1.9463  1.0716  -2.4045  -0.18
C  0.8399  1.7693  -2.9473  1.11
C  1.1913  2.9112  -3.8783  -1.00
C  0.3412  3.9205  -4.0054  -0.89
C  -0.8949  3.9222  -3.1422  0.04
C  -1.8478  2.7944  -3.4168  -0.53
C  -3.0989  2.7946  -3.9264  -0.61
C  -3.9090  1.6439  -3.7379  -0.76
C  -3.4294  0.7013  -2.8389  -0.82
N  -2.2367  0.6829  -2.2533  -0.36
C  -1.3075  1.5903  -2.7529  1.24
H  7.6025  2.3845  1.5809  0.36
H  8.0404  0.6862  1.4373  0.27
H  6.7402  1.1661  2.5216  0.35
H  7.0814  2.7194  -0.8086  0.32
H  5.4878  2.3773  -2.6838  0.47
H  3.5187  -0.6745  -0.4658  0.49
H  5.0950  -0.3467  1.4095  0.33
H  2.1132  2.8409  -4.4375  0.51
H  0.5114  4.7341  -4.7021  0.37
H  -1.3677  4.9046  -3.1013  0.60
H  -3.5032  3.6846  -4.4044  0.41
H  -4.9120  1.5705  -4.1348  0.43
H  -4.1057  -0.0926  -2.5188  0.40
F  0.4138  -3.2452  3.0841  -0.40
C  0.2192  -1.9169  2.8144  0.28
C  0.2962  -1.5005  1.5142  -0.55
C  0.0985  -0.1621  1.2069  0.62
C  0.0795  0.2081  -0.2371  2.03
O  0.1537  -0.6886  -1.0498  -0.90
C  -0.0625  1.6373  -0.4921  -1.57
C  -0.2129  2.4623  0.5608  -0.84
N  -0.2841  2.0861  1.8904  0.32
C  -0.4932  3.0807  2.8995  -0.28
C  -1.7939  3.0755  3.6584  -0.45
C  -1.5099  4.1489  2.6476  -1.02
C  -0.1190  0.7668  2.2312  -0.29
C  -0.1856  0.3144  3.5555  -1.19
C  -0.0678  -1.0351  3.8561  -0.67
N  -0.3420  -1.4266  5.2098  0.17
C  0.1924  -2.6352  5.7919  -0.91
C  -0.6782  -3.8776  5.6002  -0.64
N  -2.1022  -3.5590  5.9983  -0.12
C  -2.6235  -2.3309  5.2903  -0.69
C  -1.6984  -1.1772  5.6456  -0.73
C  -0.1918  2.2047  -1.8644  0.76
O  -0.4311  3.5990  -1.7934  -0.68
O  -0.1594  0.9193  -3.5742  -0.72
H  0.4661  -2.1961  0.7007  0.79
H  -0.3359  3.5202  0.3880  1.01
H  0.3972  3.3695  3.4500  0.40
H  -1.7684  3.3289  4.7100  0.28
H  -2.5119  2.3197  3.3694  0.22
H  -1.2787  5.1434  2.9997  0.27
H  -2.0532  4.1030  1.7149  0.39
H  -0.3548  1.0098  4.3653  0.91
H  0.3094  -2.4595  6.8703  0.41
H  1.1821  -2.8440  5.3927  0.45
H  -0.3518  -4.7117  6.2199  0.34
H  -0.7291  -4.1846  4.5612  0.48
H  -2.1484  -3.3960  7.0062  0.37
H  -2.6978  -4.3623  5.8000  0.35
H  -3.6519  -2.1817  5.6162  0.41
H  -2.5988  -2.5488  4.2223  0.38
H  -1.7154  -1.0190  6.7329  0.37
H  -2.0765  -0.2690  5.1830  0.35
I  -6.1033  -2.8219  -6.1541  -0.02
C  -4.2535  -3.2385  -5.2613  0.04
C  -3.9006  -4.5591  -5.0229  -0.47
C  -2.6797  -4.8238  -4.4230  -0.40
C  -1.8082  -3.7952  -4.0756  -0.15
C  -2.1867  -2.4829  -4.3249  0.15
C  -3.4132  -2.1947  -4.9153  -0.55
C  -0.4641  -4.1422  -3.4230  0.01
O  -0.3469  -5.2949  -2.9758  -0.77
O  0.3788  -3.2099  -3.3854  -0.77
H  -4.5689  -5.3645  -5.2997  0.34
H  -2.3705  -5.8374  -4.2032  0.45
H  -1.5383  -1.6604  -4.0489  0.44
H  -3.6948  -1.1652  -5.0905  0.47